[1]
{
  "formula": "C26H43B2BaF8N2O12",
  "method": "ωB97M-V with the def2-TZVPD basis set",
  "max_force_ev_per_a": 2.811,
  "total_charge": -1,
  "energy_ha": -2903.37671,
  "orbital_gap_ev": 5.515,
  "species": ["H", "H", "H", "O", "H", "H", "C", "C", "H", "C", "C", "H", "O", "O", "F", "H", "N", "H", "H", "F", "H", "C", "H", "C", "B", "C", "O", "H", "H", "C", "H", "C", "O", "C", "H", "F", "H", "H", "C", "C", "B", "C", "H", "F", "C", "H", "H", "Ba", "H", "H", "F", "O", "N", "H", "H", "H", "H", "C", "H", "H", "H", "C", "F", "H", "O", "C", "C", "H", "H", "C", "H", "H", "O", "H", "C", "O", "O", "F", "H", "H", "C", "H", "C", "H", "F", "H", "O", "H", "C", "C", "O", "C", "C", "H"],
  "coordinates": [[2.02508, 3.94060, 0.13979], [-2.34323, -4.20862, -1.43047], [-3.62786, -0.73007, 5.39452], [-2.96725, -0.99825, 3.38871], [0.87251, -0.09336, 6.31783], [-2.16539, 1.03445, -1.58464], [1.77329, 3.60621, -3.20503], [3.70808, -1.11004, 2.52769], [-1.81147, 0.94406, 4.90503], [-3.18964, -4.08470, 0.49084], [3.54822, 5.10612, -2.65393], [1.31697, 2.96207, -3.94426], [8.35698, -0.88446, -2.10766], [-1.43867, -2.66090, -0.30890], [-1.01238, -0.16648, 0.74615], [0.62176, 1.27785, 5.23865], [4.60143, 6.04884, -3.04282], [-8.16842, 3.31075, -4.79008], [-4.84633, -0.15006, 3.09717], [0.48083, 1.64178, 0.49783], [-3.59372, -4.03521, 3.75490], [3.26227, -2.47587, 3.01882], [2.91702, -0.41423, 2.23813], [6.61798, 0.73503, -0.73822], [0.27890, 0.32530, 0.93065], [2.84336, 4.39791, -3.60751], [-0.41564, -0.49571, 4.77355], [-6.80586, 3.59446, -3.69588], [4.32096, -0.62898, 3.29027], [-1.97178, -3.97173, -0.42196], [3.04736, 4.39080, -4.66784], [-7.10436, 3.13198, -4.64028], [5.37870, 6.45435, -2.21159], [-1.64589, -0.06054, 5.31766], [4.62713, -0.97190, -2.90981], [0.47981, 0.31518, 2.34271], [2.90560, 0.26869, -1.57554], [-4.89811, -1.79752, 3.75904], [4.90023, -0.32598, -2.08748], [-2.62499, 1.81418, -2.18114], [1.23758, -4.69175, 0.78693], [-2.74354, -0.97849, 4.79752], [-5.45693, 0.35040, -4.52801], [2.51396, -4.96193, 1.24859], [6.23704, -0.08102, -1.80732], [-5.05512, 1.68600, -5.44451], [-3.47243, -5.58427, 2.85584], [-0.72136, -2.27116, 2.39794], [1.60144, -0.06044, 4.70139], [0.62930, 2.83934, -1.57602], [0.37204, -4.70738, 1.93744], [-6.86930, 1.73615, -4.52228], [7.28961, -0.66684, -2.64369], [-0.47045, -2.93926, -2.19149], [-5.47265, 1.70552, -2.35824], [-3.51093, -5.10866, 0.24485], [-1.15393, -4.69583, -0.33847], [2.24774, 4.10045, -0.90648], [3.91756, 5.42439, -0.57123], [-2.53614, -2.01470, 5.10340], [-6.59256, 3.57557, -5.50000], [-0.86735, -2.18055, -1.50353], [1.12046, -3.44661, 0.17501], [7.65336, 0.96262, -0.53038], [7.02479, -0.87500, -3.81150], [-5.46630, 1.44424, -4.45694], [3.25453, 4.97869, -1.29863], [4.23606, -1.25549, 1.58173], [5.89708, 1.84669, 0.97478], [1.38998, 3.55402, -1.86163], [3.50206, 1.58293, 0.27596], [0.00578, -1.57784, -1.26847], [4.14028, -3.32021, 3.23009], [-1.61291, -0.02000, 6.40962], [-4.34695, -1.12517, 3.09863], [-2.81149, -3.95669, 1.84465], [2.01824, -2.70947, 3.26174], [1.24192, -0.56436, 0.49427], [-4.75402, -4.32018, 2.53412], [-1.61252, -1.67651, -2.13068], [5.64902, 1.24315, 0.11285], [-3.15010, 2.51366, -1.51740], [-4.79384, 1.90008, -3.19774], [-4.60961, 2.97928, -3.25030], [0.80298, -5.82059, 0.04865], [-2.02029, 2.42820, -2.85164], [-3.63919, 1.13728, -2.93115], [-4.01076, -3.41795, 0.21483], [4.31540, 1.08313, -0.23641], [3.96129, 0.37984, -1.36123], [4.62444, 6.36042, -4.22082], [-3.70720, -4.52231, 2.78333], [0.70886, 0.18529, 5.27043], [-4.38835, -1.48266, 2.06671]],
  "mulliken_charge": [0.41, 0.46, 0.49, -0.06, 0.32, 0.03, -0.12, -0.55, 0.36, -0.66, 0.20, 0.40, -0.57, 0.31, -0.16, 0.37, 0.98, 0.25, 0.29, -0.12, 0.15, 0.34, -0.03, -0.44, -0.24, -0.65, -0.01, 0.25, 0.42, -0.74, 0.43, -0.65, -0.60, -0.68, 0.43, -0.06, 0.38, 0.44, -0.72, -0.54, 0.36, -0.64, 0.29, -0.34, 0.46, 0.36, 0.31, 1.54, 0.06, 0.36, -0.41, -0.39, 0.92, 0.46, 0.24, 0.43, 0.31, -0.31, 0.42, 0.28, 0.30, -0.82, -0.17, 0.42, -0.58, -0.58, -0.38, 0.15, 0.47, -0.55, 0.46, -0.06, -0.74, 0.42, -0.94, 0.04, -0.61, -0.12, 0.38, 0.31, -0.79, 0.36, -0.31, 0.40, -0.40, 0.34, -0.37, 0.34, -0.32, -0.17, -0.60, -0.97, -0.81, 0.09]
}



[2]
{
  "formula": "C26H43BrN6NiP2",
  "method": "ωB97M-V with the def2-TZVPD basis set",
  "s2": 2.25,
  "max_force_ev_per_a": 3.106,
  "multiplicity": 3,
  "total_charge": 2,
  "energy_ha": -6109.34936,
  "orbital_gap_ev": [6.174, 4.238],
  "de_lowest_kcal_mol": 0.0,
  "species": ["H", "C", "C", "H", "H", "C", "C", "C", "H", "H", "H", "C", "H", "H", "H", "H", "H", "H", "N", "H", "C", "H", "C", "H", "C", "H", "H", "H", "C", "N", "H", "N", "C", "H", "H", "C", "H", "C", "C", "P", "H", "C", "C", "C", "C", "H", "C", "C", "H", "H", "H", "Ni", "H", "H", "N", "H", "C", "H", "H", "C", "H", "N", "P", "H", "C", "Br", "H", "C", "H", "H", "H", "C", "H", "N", "H", "H", "H", "C", "H"],
  "coordinates": [[-0.59153, 3.42508, 0.76805], [1.35772, -1.18375, 2.11033], [-3.18029, -1.09336, -3.01101], [-0.94584, 2.23275, -1.71391], [3.55381, 0.79940, 0.86872], [0.54471, -1.51293, 0.94297], [1.10951, -2.31693, -2.46376], [-0.90172, -1.81728, 1.15798], [-4.33710, 2.31848, 0.08428], [-1.87916, 2.46208, -0.19136], [-3.07111, -0.86480, -0.85319], [2.41206, -3.42792, 2.30327], [2.63160, -0.82692, 4.53070], [3.62002, -2.69127, 5.87751], [-6.19720, 1.93521, -1.54582], [-5.90967, 0.18403, -1.52045], [1.01990, -2.18171, 0.21922], [2.78449, 4.77527, 3.39457], [1.97790, 3.21687, 2.51906], [3.66916, 3.33885, 3.54657], [1.90197, 1.87728, -2.17895], [3.34077, -1.33754, -0.71802], [3.01595, -4.37429, 3.12925], [2.74391, 1.31373, -4.14776], [0.29249, 3.14420, 1.31028], [5.06203, 0.08803, 0.23809], [3.17113, -5.39038, 2.76960], [-2.98219, 4.45835, -1.05720], [-2.64646, -0.40023, -1.75451], [0.88580, 1.93222, 1.21151], [2.07587, -2.69064, -2.10219], [3.08831, 3.91910, 2.95827], [2.70546, -1.82785, 4.10726], [2.74950, 3.03335, -3.78339], [0.90303, -2.85094, -3.40261], [-1.46919, -2.86897, 0.42512], [3.94351, 1.98957, -3.02302], [3.27200, -2.86313, 4.85615], [4.12357, 0.58112, -0.04849], [-3.15328, 1.35218, -1.77993], [4.40562, 1.54870, -0.48275], [-5.82141, 1.10628, -0.93206], [-4.39839, 1.35155, -0.43096], [-1.66241, -1.20887, 2.17288], [-2.79105, -3.23531, 0.59982], [-0.85498, -3.42954, -0.28828], [-3.58362, -2.52430, 1.51572], [3.35555, -0.28649, -1.04451], [0.32832, -2.61172, -1.74838], [-2.89092, -0.55178, -3.92312], [-4.27716, -1.15943, -3.01217], [0.44905, 0.24993, 0.40274], [2.11174, -3.69978, 1.29497], [-1.34082, 4.61655, -1.69044], [0.93867, 3.98789, 2.08862], [-3.60746, -1.09970, 3.13657], [2.89433, 2.03860, -3.34085], [3.83793, -0.24097, -2.03251], [-2.63716, 4.03007, -2.73555], [-2.23879, 3.98806, -1.71485], [-3.20943, -4.07292, 0.04713], [3.39510, -4.10240, 4.37400], [1.63477, 0.26327, -1.33612], [-2.79735, -2.11797, -3.07961], [2.16246, -2.12926, 2.82053], [-5.38074, -2.91050, 1.60995], [-4.09725, 0.55392, 0.26355], [1.12453, -0.81221, -2.73659], [0.89969, 2.18571, -2.50448], [-1.54855, -0.44649, -1.68062], [0.12596, -0.46866, -3.05553], [-3.00279, -1.55840, 2.36394], [-6.50006, 1.00148, -0.07806], [2.06559, 2.03786, 1.93469], [1.29671, -0.18297, 2.56261], [1.83313, -0.60257, -3.55368], [-1.19717, -0.47349, 2.83374], [-1.90856, 2.55252, -1.28457], [2.19546, 2.55702, -1.36895]],
  "mulliken_charge": [0.61, -1.85, -1.62, -1.26, 0.15, 1.13, -0.91, 0.68, 0.51, 0.03, -0.69, -0.27, 0.40, 0.38, 0.39, 0.29, 1.05, 0.32, 0.76, 0.27, -0.39, 0.40, -0.55, 0.32, -0.49, 0.44, 0.38, 0.38, 2.28, 0.42, 0.35, -0.64, -0.54, 0.42, 0.48, -0.45, 0.32, -0.43, -1.11, 0.07, 0.28, -1.28, -0.02, 0.02, -0.84, 0.39, -0.01, -0.70, -0.07, 0.46, 0.42, -0.23, 0.38, 0.43, -0.78, 0.51, -1.41, 0.60, 0.49, -1.51, 0.50, -0.55, 1.09, 0.39, 0.68, -0.06, 0.04, -0.79, 0.16, -1.20, 0.33, -1.07, 0.38, -0.28, 0.07, 0.55, 0.49, 1.76, 0.36]
}



Question: What is the formula in the first record?
Answer: C26H43B2BaF8N2O12



Question: Number 2 is which compound?
Answer: C26H43BrN6NiP2